Record 1
Entry from OMol25: an isolated molecule of C3H9N3O in a non-equilibrium geometry (ωB97M-V/def2-TZVPD).

```
! wB97M-V def2-TZVPD RIJCOSX def2/J DEFGRID3
* xyz 0 1
O -0.74727 1.58540 0.33834
N 0.48792 -0.51103 -0.31621
N 1.88580 -0.02721 -0.54641
N 2.23498 1.11897 0.16838
C -2.13850 -0.08209 -0.68751
C -0.91072 0.41842 0.02860
C -0.06851 -0.80502 1.00025
H -3.01358 0.43068 -0.28797
H 1.93855 1.07998 1.14518
H 0.32347 -1.26323 -0.97934
H -2.29429 -1.15901 -0.59754
H 1.77009 1.90856 -0.26515
H 0.39125 -0.22969 1.79595
H -2.04410 0.16824 -1.74676
H 2.48555 -0.77740 -0.20156
H -0.30063 -1.85557 1.15176
*
```

Output
energy relative to the best compared isomer or geometry (same formula, charge and spin) = 479.2 kJ/mol
strongest force on any atom = 2.97 eV Å⁻¹
SMILES = C[C@@]1([O-])C[N@@H+]1NN


Record 2
Entry from OMol25: a structure of composition C31H35ClN2Si2Ta in a non-equilibrium geometry (ωB97M-V/def2-TZVPD).

```
! wB97M-V def2-TZVPD RIJCOSX def2/J DEFGRID3
* xyz 3 1
Ta 0.01381 -1.94351 1.93772
Cl 0.96542 -3.87937 1.06587
Si -0.12874 -0.90456 -0.67894
Si -0.00034 3.22359 0.99855
N 1.28068 -0.17290 2.97134
N 2.04449 -2.57266 3.69783
C 0.89786 -4.27783 -3.76058
C -1.95001 -0.32965 0.15608
C -1.22037 5.55077 -2.91538
C 0.36822 -2.17185 -2.05531
C -0.44833 2.17934 -4.48353
C -0.23064 1.38815 0.71979
C 0.76417 1.65564 -4.04575
C 0.80059 0.81689 -2.92972
C 1.22380 -0.73208 0.42219
C -0.48102 4.19098 -0.54801
C 0.10213 5.15087 -2.70847
C 2.28494 -1.56320 4.74958
C -0.76474 -1.44582 4.20295
C 1.66467 -2.65780 -2.13705
C 0.46712 4.46786 -1.54841
C -1.13891 -3.52054 3.25434
C -1.55752 1.05860 -2.64693
C 2.00478 -0.16822 4.27127
C -2.17558 5.23532 -1.94920
C -0.36491 0.44420 -2.25529
C -0.65820 -2.67171 -2.85003
C -1.71866 -1.27591 3.16190
C -1.80837 4.56207 -0.78086
C -1.38121 -1.65142 0.35005
C -1.99864 -2.58749 2.61423
C -1.59640 1.90814 -3.75587
C 1.92664 -3.73734 -2.98037
C 0.89591 0.64697 0.19638
C -1.51550 0.86889 0.80966
C -0.43790 -2.83467 4.27156
C -0.38728 -3.73412 -3.71197
H 1.69283 1.87542 -4.57033
H 0.72629 0.67126 2.85099
H -1.19050 -4.13472 -4.32575
H 1.85201 -3.48147 4.12184
H 1.44424 0.43042 4.98561
H 2.89342 -2.75145 3.17128
H 1.10214 -5.12491 -4.40110
H 2.46488 -2.22002 -1.53862
H 2.92711 -4.15282 -3.00420
H -1.13318 -4.59710 3.11202
H -2.24646 -0.35501 2.95154
H -1.74763 -2.58061 -0.09491
H -0.79676 3.64652 2.20318
H -2.91180 -0.28889 -0.36150
H 1.69561 -1.80448 5.63185
H -2.56357 4.31914 -0.03779
H -2.55011 2.35050 -4.05611
H 1.30016 3.46193 1.33477
H -3.21043 5.50055 -2.11867
H 2.02301 -0.02187 2.27851
H 1.64812 1.21821 -0.34989
H 0.07513 -3.32595 5.09361
H -1.65730 -2.23038 -2.78643
H 3.34153 -1.59621 5.02247
H -0.48150 2.80771 -5.37512
H -0.56153 -0.70872 4.97538
H 2.17742 -1.24140 0.27323
H 2.97409 0.31476 4.13010
H 1.50339 4.14391 -1.41908
H -2.28982 1.50114 1.26367
H -1.51053 6.05419 -3.83507
H -2.84395 -2.84083 1.99238
H 0.83396 5.34635 -3.48632
H 1.77314 0.42663 -2.62215
H -2.49538 0.87258 -2.11898
*
```

Output
strongest force on any atom = 10.15 eV Å⁻¹
DFT total energy = -65493.0261 eV


Record 3
Entry from OMol25: a cluster of 2 separate species, C2H3N2O2 in total in a non-equilibrium geometry (ωB97M-V/def2-TZVPD).

```
! wB97M-V def2-TZVPD RIJCOSX def2/J DEFGRID3
* xyz 1 1
O 0.41478 3.65372 -0.48618
O -3.11961 -1.89095 0.23340
N -1.25245 -0.67633 -0.57164
N -0.27657 1.69316 0.55474
C -2.31296 -1.28311 -0.28461
C -0.00210 2.74654 0.05129
H -0.52155 1.75388 1.49177
H -0.89799 0.30485 -0.14182
H -0.81418 -1.09552 -1.34827
*
```

Output
energy relative to the best compared isomer or geometry (same formula, charge and spin) = 73.9 kJ/mol
strongest force on any atom = 3.51 eV Å⁻¹


Record 4
Entry from OMol25: an isolated molecule of C6H8IN3 in a non-equilibrium geometry (ωB97M-V/def2-TZVPD).

```
! wB97M-V def2-TZVPD RIJCOSX def2/J DEFGRID3
* xyz 0 1
I 1.27947 0.86066 3.08151
N 1.30117 1.93339 -0.86556
N 1.43762 2.03766 0.46076
N 0.29730 0.28253 -2.24950
C -1.30171 -1.06076 1.28734
C 1.02593 0.89467 1.09766
C 0.76922 0.74735 -1.08514
C -0.19332 -1.22973 0.31946
C -1.65636 -1.04476 -0.20017
C 0.63218 -0.00742 0.14876
H -1.28948 -0.13492 1.80984
H -2.28665 -1.80306 -0.59443
H -1.41654 -1.96818 1.79693
H 0.19334 -2.13104 -0.00354
H 0.23728 -0.72755 -2.19977
H -1.83127 -0.09051 -0.62248
H 2.11076 2.77028 0.92467
H 0.69106 0.67142 -3.10635
*
```

Output
energy relative to the best compared isomer or geometry (same formula, charge and spin) = 0.0 kJ/mol
strongest force on any atom = 3.27 eV Å⁻¹
SMILES = Nc1n[nH]c(I)c1C1CC1


Record 5
Entry from OMol25: a cluster of 12 separate species, C2H27O12 in total in a non-equilibrium geometry (ωB97M-V/def2-TZVPD).

```
! wB97M-V def2-TZVPD RIJCOSX def2/J DEFGRID3
* xyz -1 1
O 2.24752 1.21017 -4.28840
O 2.33810 1.27609 -1.56993
O -2.79332 -3.25859 1.97903
O 4.01815 -0.00511 0.83217
O -2.07249 -1.24144 -2.15416
O -1.44471 -3.85450 -1.58548
O 1.61343 3.15631 0.10303
O -0.99128 2.84069 -0.56931
O -3.92944 -0.79951 1.27578
O -0.91769 -1.36701 3.24068
O -1.25299 1.05104 2.25480
O 1.42998 0.79829 2.28095
C 0.46350 0.09538 -0.75153
C 1.78290 0.08899 -1.51222
H -1.75964 1.49985 1.51161
H -2.14129 -2.77606 2.64158
H 0.66685 0.88928 -0.08731
H -0.23920 0.20616 -1.57786
H -3.60683 -1.64399 1.43042
H 3.47550 0.30060 1.52006
H -0.24226 1.29497 2.13381
H 1.58508 1.33312 3.06971
H 2.63052 -0.59273 -0.93675
H -0.58457 -3.85195 -1.85247
H -0.68284 2.45991 -1.45445
H -1.64503 -0.47323 -2.40462
H 2.09576 1.69171 -3.47725
H 1.90594 2.00825 -0.81227
H -0.92125 -0.50776 2.68653
H -2.55740 -1.23264 -1.28093
H -3.20690 -0.32648 1.74564
H -1.84041 -2.99653 -1.93902
H 0.16091 -0.97714 -0.34744
H -0.03017 2.93021 -0.24942
H -0.21780 -1.76645 3.03489
H 1.34297 1.42619 -4.59426
H 1.67478 -0.40874 -2.59120
H 1.57319 1.46273 1.43843
H -2.22063 -3.77238 1.55262
H 1.96809 3.92363 -0.08792
H 3.37616 0.34178 0.11705
*
```

Output
energy relative to the best compared isomer or geometry (same formula, charge and spin) = 442.1 kJ/mol
strongest force on any atom = 10.80 eV Å⁻¹


Record 6
Entry from OMol25: a structure of composition C5H12InO6SV in a non-equilibrium geometry (ωB97M-V/def2-TZVPD).

```
! wB97M-V def2-TZVPD RIJCOSX def2/J DEFGRID3
* xyz 0 1
In -2.08574 2.20515 -0.67156
V 3.82430 -3.95864 1.61334
S -3.87435 -0.52663 -0.10135
O -4.13538 -0.24676 -1.48468
O 3.61964 -2.34614 2.15756
O 3.81536 -0.15290 -1.14390
O -4.94417 -1.16758 0.60151
O 4.02871 -5.53927 1.06737
O 3.74842 0.13492 1.01013
C 3.16416 -0.09552 -0.18469
C -3.26924 0.90147 0.75965
C 1.65023 -0.26139 -0.23011
C 0.88575 1.12157 -0.25896
C -0.26132 0.95450 -1.23173
H 0.56481 1.38802 0.76211
H -2.81050 -1.40058 -0.06571
H 1.38933 -0.78753 -1.15613
H -1.74706 3.81304 -0.02144
H 3.79159 -0.73412 1.48391
H 0.04667 1.29608 -2.23071
H 1.24308 -0.84469 0.60612
H -4.04679 1.46178 1.28947
H -2.99146 2.44555 -2.20876
H -2.58516 0.50787 1.52929
H 1.58252 1.91542 -0.55531
H -0.60342 -0.08361 -1.33541
*
```

Output
strongest force on any atom = 3.77 eV Å⁻¹
DFT total energy = -59348.9096 eV


Record 7
Entry from OMol25: an isolated molecule of C6H18B2N4S2 in a non-equilibrium geometry (ωB97M-V/def2-TZVPD).

```
! wB97M-V def2-TZVPD RIJCOSX def2/J DEFGRID3
* xyz 0 1
S 0.20959 2.31293 2.38979
S -0.16702 -1.87268 -2.73052
N 1.07203 0.19110 -1.23961
N -0.83254 -0.02668 0.98219
N 1.04804 1.16875 -0.15838
N -1.16205 -0.56588 -0.34152
C -1.47867 2.58457 2.62973
C 2.16282 0.20598 -2.14865
C -0.53705 -1.03005 1.97004
C 0.31002 -3.08400 -1.60637
C 1.90322 2.32074 -0.16873
C -2.42180 -1.20639 -0.48387
B 0.11473 1.07915 0.95170
B -0.08490 -0.68112 -1.33503
H 0.41769 -1.46489 1.69494
H -0.39883 -3.15392 -0.79554
H 1.75139 2.80112 -1.13341
H -2.03603 1.70757 2.30871
H -1.67176 2.83629 3.67734
H -0.44102 -0.56133 2.95545
H -3.23300 -0.53916 -0.19804
H 0.43720 -4.06252 -2.04945
H -2.59049 -1.46988 -1.52237
H 3.08315 0.51028 -1.63710
H 2.34739 -0.76744 -2.64239
H 1.96844 1.00119 -2.86525
H -2.47077 -2.13704 0.07492
H -1.29641 -1.81467 2.03265
H 2.92270 2.01155 -0.03328
H 1.27989 -2.74501 -1.20895
H 1.63848 3.03963 0.61819
H -1.84443 3.41184 2.01281
*
```

Output
strongest force on any atom = 2.93 eV Å⁻¹
SMILES = CSB1N(C)N(C)B(SC)N(C)N1C
DFT total energy = -35499.1902 eV


Record 8
Entry from OMol25: an isolated molecule of C7H15N in a non-equilibrium geometry (ωB97M-V/def2-TZVPD).

```
! wB97M-V def2-TZVPD RIJCOSX def2/J DEFGRID3
* xyz 0 1
N 1.19608 -2.07464 -0.26664
C 0.25028 -1.57621 0.72705
C 0.00340 2.01125 -0.78395
C 0.47984 -2.18237 2.14966
C 0.29448 -0.02391 0.80625
C -1.10133 1.80785 -1.77052
C 0.74340 0.69365 -0.47478
C -2.35209 2.23508 -1.69040
H 1.07579 -3.07438 -0.36702
H -3.07165 1.98667 -2.46012
H 1.41852 -2.72425 2.21862
H -0.76955 -1.83490 0.44817
H 0.75211 2.66395 -1.25248
H -0.28815 2.57006 0.10811
H 1.83434 0.79733 -0.45977
H -0.81100 1.24722 -2.65471
H 0.94547 0.27952 1.62728
H -2.77168 2.91158 -0.95232
H 0.46347 -1.38966 2.90287
H 0.61742 0.04318 -1.34282
H -0.35850 -2.82592 2.41383
H -0.70346 0.33913 1.07225
H 2.15280 -1.88024 0.00142
*
```

Output
energy relative to the best compared isomer or geometry (same formula, charge and spin) = 108.7 kJ/mol
strongest force on any atom = 1.22 eV Å⁻¹
SMILES = C=CCCC[C@H](C)N